Computed, not measured: a 2-piece molecular cluster, CH3F2OP overall in a non-equilibrium geometry, with the ωB97M-V functional and the def2-TZVPD basis.

Last columns: bonded neighbours and bond lengths (Å).
Geometry (Å):
1 C -0.8775 0.3760 0.0828  F3 1.333, F4 1.345, P5 1.808
2 O 1.3823 -0.8698 0.5480  P5 1.560, H7 1.030
3 F -1.7211 0.8615 -0.8278  C1 1.333
4 F -1.5665 0.2341 1.2295  C1 1.345
5 P 0.1582 -1.0223 -0.4070  C1 1.808, O2 1.560, H8 1.529
6 H 0.0995 2.2899 0.4148  no bonds
7 H 1.9331 -1.7398 0.5292  O2 1.030
8 H 0.5920 -0.1295 -1.5696  P5 1.529

ΔE to the lowest compared entry with this formula, charge and spin ... 6.5505 eV
Spin multiplicity ... 1
HOMO energy (alpha / beta) ... -9.668 / -8.556 eV
Charge ... 0
Orbital gap (alpha / beta) ... 9.19 / 8.15 eV

Partial charges, Mulliken, in e: number 1, C, carries 0.27; number 2, O, carries -0.43; number 3, F, carries -0.16; number 4, F, carries -0.19; number 5, P, carries 0.04; number 6, H, carries 0.06; number 7, H, carries 0.36; number 8, H, carries 0.05